ORCA calculation (ωB97M-V/def2-TZVPD) on C5H8O in the gas phase.

Net charge: 0
HOMO in eV: -9.47
SMILES: CC#CCCO
LUMO energy in eV: 0.96
Relative energy (zero: lowest compared OMol25 entry of this formula, charge and spin) in kJ/mol: 227.4
Orbital gap in hartree: 0.3833
Molar mass in g/mol: 84.12

Each line ends with the natural charge from an NBO analysis.
CARTESIAN COORDINATES (ANGSTROEM)
1 C 2.57070 0.53058 -0.49533  -0.68
2 C 1.37899 -0.28446 -0.29174  0.01
3 C 0.23037 -0.64596 -0.35031  -0.05
4 C -1.20406 -0.49711 -0.60323  -0.49
5 C -2.00387 -0.11391 0.65391  -0.05
6 O -1.29205 0.71176 1.54120  -0.71
7 H 2.20495 1.42789 -1.00414  0.23
8 H 3.04405 0.84536 0.43525  0.23
9 H 3.30595 0.05258 -1.14245  0.23
10 H -1.23732 0.34218 -1.30668  0.23
11 H -1.64972 -1.36151 -1.10324  0.23
12 H -2.87299 0.46894 0.33678  0.18
13 H -2.37000 -1.02164 1.15316  0.16
14 H -0.44036 0.28284 1.70825  0.47

---

ORCA calculation (ωB97M-V/def2-TZVPD) on a molecular structure, C9H17ClGaO2.

Net charge: -1
HOMO in eV: -4.99
LUMO energy in eV: 3.20
Orbital gap in hartree: 0.3011
Molar mass in g/mol: 262.41

Each line ends with the natural charge from an NBO analysis.
CARTESIAN COORDINATES (ANGSTROEM)
1 C 3.07729 -1.73602 2.40464  -0.39
2 C 2.18674 -1.36072 1.67015  -0.44
3 Ga 0.67593 -0.69422 0.49499  1.54
4 C 0.63503 -1.68758 -1.25997  -1.20
5 C 0.96746 1.32379 0.30584  -0.92
6 C 1.49029 1.74734 -1.03178  -0.10
7 C 2.79573 1.06942 -1.42765  -0.64
8 Cl 1.78244 3.60224 -1.06583  -0.22
9 O -0.88935 -0.92755 1.52738  -0.91
10 C -2.03166 -1.43965 0.92107  -0.06
11 C -2.92931 -0.39392 0.24893  0.07
12 C -2.85362 0.97473 0.92225  -0.65
13 O -2.56925 -0.30363 -1.14207  -0.73
14 H 3.80198 -1.96496 3.15137  0.20
15 H -0.07575 -2.51504 -1.29657  0.21
16 H 0.34207 -0.98918 -2.05069  0.21
17 H 1.62766 -2.07236 -1.50754  0.21
18 H 1.69583 1.62135 1.06692  0.22
19 H 0.03368 1.84076 0.53727  0.21
20 H 0.73403 1.62453 -1.80508  0.20
21 H 3.40084 1.73013 -2.04927  0.21
22 H 3.37542 0.79618 -0.54540  0.22
23 H 2.59324 0.16947 -2.00871  0.22
24 H -2.65190 -1.92885 1.69150  0.14
25 H -1.79950 -2.21317 0.17561  0.16
26 H -3.96598 -0.75653 0.30257  0.14
27 H -2.13643 1.60696 0.39799  0.22
28 H -3.83124 1.46722 0.89404  0.19
29 H -2.53835 0.89320 1.96065  0.24
30 H -2.94330 0.51606 -1.48264  0.45

---

ORCA calculation (ωB97M-V/def2-TZVPD) on a molecular structure, C19H33BrKN8O2S at a distorted geometry.

Net charge: -1
HOMO in eV: -2.62
LUMO energy in eV: 1.69
Relative energy (zero: lowest compared OMol25 entry of this formula, charge and spin) in kJ/mol: 16.7
Orbital gap in hartree: 0.1586
Molar mass in g/mol: 556.60

Each line ends with the natural charge from an NBO analysis.
CARTESIAN COORDINATES (ANGSTROEM)
1 K -0.10105 -0.35572 0.15591  0.88
2 N -1.78811 -0.54270 -2.02675  -0.87
3 C -3.13921 0.04210 -2.00717  -0.23
4 C -3.62592 0.74124 -0.69947  -0.22
5 N -3.20135 0.06530 0.57461  -0.47
6 C -3.87088 -1.23200 0.82094  -0.22
7 C -3.17186 -2.17065 1.81507  -0.23
8 N -1.75807 -2.40923 1.57904  -0.86
9 C -3.14930 1.00916 1.68936  -0.22
10 C -1.88367 0.98239 2.60877  -0.22
11 N -0.69832 1.45099 1.98289  -0.86
12 H -1.12974 0.01450 -2.55730  0.40
13 H -1.87891 -1.49139 -2.44371  0.38
14 H -3.84072 -0.82029 -2.23425  0.17
15 H -3.08648 0.86455 -2.74769  0.19
16 H -4.70327 0.67926 -0.82843  0.16
17 H -3.38785 1.79041 -0.72707  0.19
18 H -4.01069 -1.87888 -0.10821  0.21
19 H -4.90267 -0.97074 1.26032  0.16
20 H -3.70019 -3.17481 1.66115  0.18
21 H -3.22277 -1.61603 2.74825  0.18
22 H -1.55323 -3.08541 0.87673  0.40
23 H -1.29083 -2.77339 2.44572  0.36
24 H -4.03732 0.93788 2.33558  0.17
25 H -3.10308 1.96799 1.18412  0.19
26 H -1.76846 -0.08096 2.85500  0.20
27 H -2.19180 1.60095 3.55798  0.15
28 H 0.03317 1.43938 2.72262  0.37
29 H -0.74373 2.38202 1.62448  0.36
30 N 3.23182 -0.06102 -4.74026  -0.66
31 N 2.77101 0.14373 -3.41982  -0.57
32 C 1.36659 0.65166 -3.19477  0.89
33 O 1.12477 0.86638 -1.91744  -0.89
34 O 0.63252 0.79869 -4.20770  -0.76
35 H 4.03961 0.56127 -4.89380  0.31
36 H 2.52491 0.33278 -5.34181  0.36
37 H 3.21755 -0.43990 -2.74057  0.39
38 C 1.01742 3.97106 -0.64678  -0.67
39 C 1.83482 3.20649 0.39032  0.33
40 C 1.88001 3.60705 1.74231  -0.42
41 C 2.82928 2.92431 2.61526  0.29
42 N 3.55814 1.87241 2.16280  -0.51
43 C 3.35260 1.39079 0.93058  0.23
44 S 4.00841 0.03397 0.20492  -0.22
45 N 2.50425 2.09304 0.06078  -0.57
46 C 2.87961 3.23217 4.03450  -0.66
47 H 1.54889 4.93454 -0.88144  0.23
48 H 0.06129 4.28004 -0.25642  0.22
49 H 0.79353 3.35582 -1.51996  0.28
50 H 1.32580 4.44959 2.14290  0.22
51 H 2.35412 1.65514 -0.88254  0.50
52 H 3.91865 3.15486 4.40967  0.25
53 H 2.25779 2.46613 4.65617  0.24
54 H 2.41240 4.23473 4.24715  0.21
55 Br 3.43022 -6.50598 -0.42037  -0.01
56 C 2.24872 -5.14119 -0.86912  -0.16
57 C 0.89642 -5.35221 -1.14949  -0.27
58 C 0.00604 -4.24872 -1.30039  -0.31
59 C 0.51701 -2.96052 -1.11041  -0.42
60 C 1.89403 -2.74479 -0.98671  -0.29
61 C 2.74249 -3.84247 -0.74688  -0.26
62 H 0.56119 -6.37642 -1.29022  0.19
63 H -1.04154 -4.46298 -1.60316  0.17
64 H 2.40453 -1.74153 -0.91061  0.19
65 H 3.80141 -3.70484 -0.68512  0.20

---

Which of these has the lowest LUMO energy?
C5H8O